C11H15N3O in the gas phase, computed with wB97M-V/def2-TZVPD.

Each line ends with the Löwdin charge.
Atoms and positions in Å:
1 C -3.66370 -0.26084 -0.08995  -0.10
2 C -2.96451 0.82303 -0.59815  -0.09
3 C -2.96221 -1.24620 0.58428  -0.09
4 C -1.59591 0.90802 -0.46820  -0.04
5 C -1.59009 -1.17627 0.70395  -0.06
6 C -0.85121 -0.11104 0.15334  -0.16
7 C 0.57574 -0.06935 0.23766  -0.12
8 C 1.51181 1.11107 0.05481  -0.50
9 C 1.22072 2.25697 1.02624  -0.03
10 C 1.61079 1.63881 -1.39404  -0.02
11 C 1.11962 -2.65628 0.25731  -0.19
12 N 1.36445 -1.18906 0.21483  -0.06
13 N 2.63931 -0.92418 0.26600  0.04
14 N 2.75778 0.42685 0.41868  0.02
15 O 0.42304 -3.31060 -0.76729  -0.01
16 H -4.73377 -0.32347 -0.19912  0.10
17 H -3.49667 1.61046 -1.11331  0.10
18 H -3.49145 -2.07833 1.02777  0.10
19 H -1.09150 1.76669 -0.87755  0.09
20 H -1.09406 -1.93604 1.28666  0.09
21 H 1.13274 1.87799 2.04064  0.09
22 H 0.28812 2.74489 0.75665  0.07
23 H 2.02165 2.99224 0.99390  0.08
24 H 1.89063 0.82629 -2.06425  0.09
25 H 2.37232 2.41787 -1.44468  0.08
26 H 0.67187 2.05642 -1.75000  0.06
27 H 2.13348 -3.06763 0.23216  0.13
28 H -0.49899 -3.01689 -0.76842  0.08
29 H 0.67959 -2.87895 1.24045  0.12
30 H 3.62041 0.78752 0.03965  0.13

HOMO-LUMO gap (alpha / beta), hartree: 0.2551 / 0.2583
ΔE to the lowest compared entry with this formula, charge and spin, eV: 3.467
Net charge: 0
LUMO (alpha / beta), eV: 0.5 / 0.7


C11H15NO in the gas phase, computed with wB97M-V/def2-TZVPD.

Each line ends with the Löwdin charge.
Atoms and positions in Å:
1 C -4.51219 0.14452 0.03567  -0.07
2 O -3.44749 -0.77750 -0.25971  -0.10
3 C -2.20682 -0.28933 -0.08518  -0.30
4 C -1.85563 1.03199 0.22116  -0.04
5 C -0.53366 1.34235 0.26579  -0.04
6 C 0.48540 0.35642 0.20298  -0.11
7 C 0.13737 -0.97728 -0.02234  -0.17
8 C -1.20511 -1.24861 -0.22484  0.03
9 C 1.14649 -2.08615 -0.19199  -0.13
10 C 2.51191 -1.64250 0.36882  -0.20
11 N 2.82463 -0.30050 -0.20110  -0.05
12 C 1.98584 0.78898 0.29244  -0.35
13 C 2.29085 2.01700 -0.58072  -0.06
14 H -4.46762 0.96012 -0.68669  0.08
15 H -5.45897 -0.43797 -0.08599  0.10
16 H -4.36196 0.58409 1.07974  0.11
17 H -2.57796 1.83254 0.40880  0.11
18 H -0.30974 2.38234 0.51106  0.11
19 H -1.55093 -2.25718 -0.50188  0.14
20 H 1.25343 -2.36067 -1.25740  0.13
21 H 0.76529 -2.96417 0.30793  0.11
22 H 3.30481 -2.32124 0.03942  0.11
23 H 2.61154 -1.63364 1.50494  0.13
24 H 3.78023 -0.03965 -0.06604  0.09
25 H 2.21459 0.97404 1.35589  0.14
26 H 3.38820 2.14351 -0.65929  0.08
27 H 1.88168 1.81357 -1.55972  0.08
28 H 1.90582 2.96494 -0.21175  0.07

HOMO-LUMO gap, hartree: 0.3311
SMILES string: COc1ccc2c(c1)CCN[C@H]2C
ΔE to the lowest compared entry with this formula, charge and spin, eV: 0.509
Net charge: 0
LUMO, eV: 1.0


2 unconnected molecules or ions with the total composition C11H15NS, computed with wB97M-V/def2-TZVPD.

Each line ends with the Löwdin charge.
Atoms and positions in Å:
1 C 3.76769 2.02282 -1.74124  -0.04
2 C 2.55488 1.29539 -2.24232  -0.22
3 C 2.23420 0.96595 -3.51312  -0.06
4 N 1.03074 0.26676 -3.55295  0.07
5 C 0.51721 0.26177 -2.26621  -0.22
6 C -0.70263 -0.21808 -1.81737  -0.02
7 C -0.92465 -0.16492 -0.46127  -0.11
8 C -0.01902 0.45815 0.41995  -0.09
9 C 1.15021 0.99403 -0.06910  -0.02
10 C 1.46295 0.83616 -1.41542  -0.14
11 H 4.13595 2.71247 -2.49798  0.07
12 H 4.59755 1.36664 -1.46005  0.08
13 H 3.49955 2.58317 -0.84385  0.07
14 H 2.76303 1.09201 -4.44299  0.12
15 H 0.41031 0.41941 -4.33346  0.15
16 H -1.50539 -0.56632 -2.46193  0.11
17 H -1.84968 -0.55726 -0.03830  0.09
18 H -0.34790 0.44454 1.45498  0.09
19 H 1.83907 1.50305 0.59907  0.11
20 C -1.37137 -2.40545 2.53758  -0.17
21 C -1.60194 -1.40753 3.65283  -0.64
22 S -3.33900 -0.96485 3.89922  0.68
23 H -2.14390 -3.16441 2.43416  0.07
24 H -0.38300 -2.86271 2.62962  0.08
25 H -1.25384 -1.86831 1.59590  0.03
26 H -1.26840 -1.73076 4.63696  0.06
27 H -1.04035 -0.49349 3.46925  0.04
28 H -3.61197 -0.69612 2.61577  -0.16

HOMO-LUMO gap, hartree: 0.3289
SMILES string: Cc1c[nH]c2ccccc12.CCS
ΔE to the lowest compared entry with this formula, charge and spin, eV: 0.323
Net charge: 0
LUMO, eV: 0.9


A molecular structure, C11H16AlBrClINO2P, computed with wB97M-V/def2-TZVPD.

Each line ends with the Löwdin charge.
Atoms and positions in Å:
1 C -1.19683 1.71928 -0.55919  -0.11
2 C -0.45093 0.73127 -1.38739  -0.57
3 H -1.83243 2.22311 -1.28324  0.13
4 H -0.53175 2.48483 -0.11835  0.08
5 H -1.92951 1.32491 0.17197  0.09
6 O -1.01235 0.11602 -2.30201  0.01
7 I 1.72615 -2.54962 -2.13946  0.80
8 Al -0.02314 0.19409 1.39554  0.27
9 P 1.40994 1.37703 -1.35681  0.90
10 C 1.48234 0.70016 -3.01466  -0.26
11 C 1.26807 3.14245 -1.92383  -0.17
12 H 3.17410 1.85827 0.27337  0.05
13 H 3.72849 2.02488 -1.41006  0.09
14 H 3.51058 0.39646 -0.71284  0.06
15 C 3.12132 1.41683 -0.72956  -0.16
16 H 1.27060 3.85627 -1.08476  0.07
17 H 2.15864 3.32227 -2.55374  0.08
18 H 2.03656 1.38207 -3.64412  0.07
19 H 0.44308 0.57658 -3.35174  0.06
20 H 0.36479 3.28245 -2.54159  0.08
21 H 1.97319 -0.27937 -2.96616  -0.10
22 C -0.44729 -1.87234 -1.46880  -0.50
23 O -1.49656 -2.31138 -1.75003  0.07
24 Cl 1.34991 1.18894 2.64590  0.38
25 Br -4.30183 0.00379 4.71769  0.86
26 C -3.21529 -0.85209 3.39325  -0.60
27 C -3.49160 -2.16173 3.01023  -0.01
28 C -2.67762 -2.82149 2.08391  0.03
29 C -1.54658 -2.20069 1.61445  -0.04
30 N -1.33722 -0.89712 1.97849  -0.07
31 C -2.06265 -0.23379 2.95083  -0.11
32 H -4.32622 -2.66794 3.45382  0.13
33 H -2.88335 -3.84241 1.75985  0.15
34 H -0.81929 -2.66662 0.95793  0.12
35 H -1.64948 0.71185 3.34316  0.13

HOMO-LUMO gap (alpha / beta), hartree: 0.2442 / 0.2168
ΔE to the lowest compared entry with this formula, charge and spin, eV: 1.101
Net charge: +2
LUMO (alpha / beta), eV: -8.2 / -9.1


A molecular structure, C11H16BBeClF3NaO18P2, computed with wB97M-V/def2-TZVPD.

Each line ends with the Löwdin charge.
Atoms and positions in Å:
1 O 6.20829 -0.45816 3.21794  0.06
2 C 6.33154 -0.11213 2.01819  -0.28
3 C 7.74066 0.19478 1.30818  0.04
4 C 7.72850 1.34403 0.45128  0.04
5 C 6.37048 2.20607 0.27826  -0.29
6 O 6.42026 3.43036 -0.00779  0.07
7 C 4.98701 1.39769 0.40603  -0.29
8 P 3.36465 2.08000 -0.33032  1.07
9 P 1.81389 1.38783 1.05208  0.47
10 O 0.57929 2.25756 0.81954  -0.31
11 O 1.43952 -0.24305 0.59767  -0.37
12 O 2.34465 1.36891 2.66410  -0.17
13 C 5.04908 0.12416 1.06295  0.03
14 H 8.66029 -0.47083 1.44335  0.13
15 H 8.64808 1.70166 -0.11560  0.14
16 H 3.48136 3.52988 -0.28135  0.05
17 H 2.23780 -0.60117 0.10789  -0.08
18 H 2.45447 0.45033 3.00897  0.09
19 H 4.23268 -0.65075 0.89489  0.10
20 Be 1.25187 -0.73363 -1.30184  0.74
21 C -2.81302 -2.26160 -1.15594  -0.05
22 O -2.05319 -3.34348 -1.70335  -0.01
23 C -2.65072 -4.54245 -1.60720  -0.60
24 O -3.73138 -4.75904 -1.11495  0.12
25 O -1.83473 -5.45962 -2.15481  0.00
26 C -2.34549 -6.79119 -2.12265  -0.05
27 H -2.23894 -1.35018 -1.28871  0.06
28 H -3.76202 -2.15079 -1.68625  0.11
29 H -2.98151 -2.41071 -0.08820  0.10
30 H -3.27574 -6.86105 -2.69069  0.10
31 H -2.49608 -7.12156 -1.09248  0.10
32 H -1.60644 -7.44304 -2.58959  0.09
33 O -2.01197 -0.05327 0.16896  -0.08
34 H -1.16301 -0.07695 0.62821  0.02
35 H -2.43761 0.74844 0.50549  0.04
36 F 2.60756 3.49804 -2.23269  -0.44
37 B -4.41214 4.19173 1.74960  -0.98
38 O -5.67384 3.70807 2.34964  0.27
39 C -5.84514 2.46568 1.95262  -0.37
40 O -6.79196 1.76702 2.26691  0.03
41 C -4.73411 2.06138 1.08656  -0.39
42 O -4.60188 0.97523 0.56243  0.12
43 O -3.88319 3.06463 0.95705  0.26
44 F -3.48692 4.54943 2.77494  0.12
45 F -4.66841 5.31075 0.90399  0.12
46 Na -7.55984 -0.18076 1.96614  0.84
47 O 4.78595 1.93041 -3.03774  -0.39
48 Cl 6.00690 1.43550 -3.65166  0.65
49 O 5.68934 0.34652 -4.54387  -0.34
50 O 6.90125 0.96732 -2.60955  -0.36
51 O 6.63711 2.50280 -4.38901  -0.32
52 O -11.24173 -0.97475 1.52138  -0.07
53 H -11.83609 -0.21884 1.43604  0.04
54 H -11.83537 -1.72719 1.63494  0.04

HOMO-LUMO gap, hartree: 0.1327
Net charge: 0
LUMO, eV: -5.4


A molecular structure, C11H16BF14IN2O13PS4Si2, computed with wB97M-V/def2-TZVPD.

Each line ends with the Löwdin charge.
Atoms and positions in Å:
1 N 3.41108 4.30570 -1.38388  0.18
2 C 2.38554 3.88172 -1.78272  -0.42
3 O 1.26971 3.34082 -2.13589  -0.01
4 Si 0.65280 2.21854 -1.01471  0.42
5 C 1.53609 0.61878 -1.30770  -0.21
6 C 3.07551 0.71176 -1.27842  -0.21
7 C 3.62849 -0.64976 -1.76063  -0.17
8 C 4.90295 -1.07934 -1.03858  -0.06
9 C 4.63590 -2.04308 0.13087  -0.50
10 F 5.59818 -1.86978 1.03254  0.14
11 F 3.44347 -1.75125 0.65722  0.12
12 C 4.67846 -3.48897 -0.40374  -0.46
13 F 5.95449 -3.79052 -0.61181  0.14
14 F 4.07179 -3.59208 -1.57397  0.14
15 S 3.93345 -4.80842 0.74331  0.74
16 F 5.33105 -5.49413 0.99464  -0.13
17 F 3.71165 -5.78285 -0.48658  -0.13
18 F 2.51073 -4.19926 0.49831  -0.15
19 F 4.17085 -3.89789 1.99777  -0.11
20 F 3.27562 -5.88268 1.67673  -0.11
21 O -0.93358 2.15969 -1.30865  -0.23
22 Si -1.77973 0.69732 -1.03503  0.48
23 C -3.59158 1.14991 -1.10702  -0.10
24 B -4.58868 -0.06286 -1.26896  -0.76
25 O -5.31373 -0.43875 -0.15026  0.12
26 O -4.78890 -0.74149 -2.44759  0.12
27 C -1.50310 -0.06430 0.67965  -0.24
28 C -1.67757 -1.54569 0.67950  -0.85
29 O -2.40374 -2.17437 -0.02878  0.00
30 I -0.48063 -2.63555 2.15703  0.80
31 P -1.47150 -0.85056 -2.69274  0.85
32 O -0.33615 -1.94502 -2.12126  -0.35
33 O -0.69734 -0.03380 -3.94635  -0.34
34 S 0.83186 2.99976 1.06670  0.68
35 O 1.23495 4.37531 1.09750  -0.30
36 O -0.44081 2.78198 1.69232  -0.29
37 C 2.05106 2.01885 2.09622  -0.71
38 F 1.58437 2.05465 3.33351  0.16
39 F 2.12862 0.75148 1.71601  0.13
40 F 3.23383 2.58971 2.09185  0.16
41 H 1.27468 0.32349 -2.31770  0.07
42 H 1.27080 -0.15542 -0.59878  0.08
43 H 3.45285 1.44834 -1.97366  0.10
44 H 3.46039 0.89867 -0.28460  0.09
45 H 3.87186 -0.53710 -2.81225  0.12
46 H 2.85631 -1.40450 -1.73134  0.10
47 H 5.40032 -0.21482 -0.61649  0.13
48 H 5.58631 -1.53925 -1.73735  0.12
49 H -3.68761 1.90734 -1.88443  0.09
50 H -3.76267 1.63280 -0.15060  0.06
51 H -6.14926 0.03733 -0.20453  0.09
52 H -4.82355 -1.67337 -2.22072  0.10
53 H -0.56405 0.17518 1.16178  0.03
54 H -2.27751 0.33768 1.33397  0.11
55 H 0.23244 -2.28949 -2.81136  0.04
56 H -0.02233 -0.61580 -4.29908  0.03
57 N -5.97443 3.29056 3.18313  -0.31
58 S -5.73801 1.82775 2.63618  0.50
59 O -6.39601 1.51050 1.40844  -0.29
60 O -5.63681 0.79459 3.61174  -0.28
61 F -4.21141 2.01414 2.16963  -0.21
62 S -7.44108 3.56150 3.69463  0.47
63 O -7.68914 4.95446 3.86945  -0.30
64 O -7.93221 2.67458 4.69844  -0.29
65 F -8.33537 3.20724 2.41913  -0.21

HOMO-LUMO gap, hartree: 0.2875
Net charge: -1
LUMO, eV: 1.2


Energy for the records above, in order: -18165.3968, -15187.4134, -23975.6330, -123784.0724, -93255.6921, -156477.6885 eV